The following is a DFT calculation (ωB97M-V/def2-TZVPD) of a molecular structure, CH4N4S at a distorted geometry.

```
10
Properties=species:S:1:pos:R:3:mulliken_charge:R:1
C -0.407 -0.749 0.071 -0.3896
N 0.689 1.290 -0.605 -0.2713
N -0.043 0.136 1.135 -0.2763
N 0.861 1.004 0.614 -0.0090
N -0.250 -0.123 -1.214 -0.0290
S -0.799 -0.293 -2.695 -0.1863
H 0.290 -1.716 0.066 0.2070
H -1.350 -1.141 0.079 0.3786
H -0.854 0.678 1.561 0.3036
H 1.863 0.916 0.988 0.2723
```

- multiplicity = 1
- gap between HOMO and LUMO (spin up / spin down) (Ha) = 0.281 / 0.274
- net charge = 0

***

The following is a DFT calculation (ωB97M-V/def2-TZVPD) of CH4N4S in the gas phase at a distorted geometry.

```
10
Properties=species:S:1:pos:R:3:mulliken_charge:R:1
C -1.786 0.391 0.054 -0.5563
N 0.368 0.795 -0.706 -0.1911
N 1.608 0.850 -0.597 -0.1408
N 2.207 -1.551 0.250 -0.4286
N -0.353 0.442 0.252 -0.1351
S 2.701 -0.166 -0.066 0.3405
H -1.973 -0.101 -0.830 0.3038
H -2.030 -0.204 0.934 0.2666
H -2.020 1.414 0.169 0.2426
H 1.278 -1.870 0.538 0.2984
```

- multiplicity = 1
- gap between HOMO and LUMO (spin up / spin down) (Ha) = 0.292 / 0.292
- net charge = 0

***

The following is a DFT calculation (ωB97M-V/def2-TZVPD) of CH4N6 in the gas phase at a distorted geometry.

```
11
Properties=species:S:1:pos:R:3:mulliken_charge:R:1
H -0.446 2.454 -0.153 0.2605
N -0.792 1.534 -0.442 -0.2714
N -1.715 1.141 0.354 -0.0310
N -2.317 0.064 0.243 -0.0011
N -1.853 -1.122 0.052 -0.2944
N -0.578 -1.239 0.085 -0.0564
N 0.300 -0.493 -0.367 0.1262
C 1.699 -0.605 0.040 -0.6102
H 1.759 -0.065 0.903 0.2894
H 1.801 -1.713 -0.059 0.3076
H 2.142 0.044 -0.656 0.2808
```

- multiplicity = 1
- structure (SMILES) = [H]/N=N/N=N\N=N\C
- gap between HOMO and LUMO (spin up / spin down) (Ha) = 0.289 / 0.289
- net charge = 0

***

The following is a DFT calculation (ωB97M-V/def2-TZVPD) of a gas-phase ion, CH4NO (charge -1).

```
7
Properties=species:S:1:pos:R:3:mulliken_charge:R:1
N 0.798 -0.490 -0.136 -0.6233
C -0.450 0.380 -0.121 -0.1287
O -1.513 -0.315 -0.462 -0.8322
H 1.501 -0.272 0.575 0.1743
H 0.422 -1.409 0.047 0.2128
H -0.555 0.867 0.903 0.0798
H -0.202 1.240 -0.807 0.1173
```

- multiplicity = 1
- structure (SMILES) = NC[O-]
- gap between HOMO and LUMO (Ha) = 0.268
- net charge = -1

***

For each record above, in turn, the calculated ΔE to the lowest compared entry with this formula, charge and spin values are 4.683; 3.262; 5.429; 0.195 eV.